No. 1
Computed, not measured: a cluster of 5 separate species, C37H38N4O12 in total in a non-equilibrium geometry, with ωB97M-V/def2-TZVPD.

* SMILES: CCCOC1=CC(=O)C(CCOCC)=CC1=O.O=[N+]([O-])c1ccccc1.O=[N+]([O-])c1ccccc1.O=[N+]([O-])c1ccccc1.O=[N+]([O-])c1ccccc1
* energy relative to the best compared isomer or geometry (same formula, charge and spin): 0.00 kcal/mol
* E: -2554.167819 Ha

Each atom is followed by the atoms it is bonded to, with distances in Å.
Cartesian coordinates (Å):
1 C 3.7548 -4.5505 -1.1687  C2 1.552, H18 1.085, H19 1.091, H20 1.087
2 C 4.2497 -3.2136 -1.7830  C1 1.552, C3 1.532, H21 1.089, H22 1.094
3 C 3.9183 -1.9740 -0.9462  C2 1.532, O4 1.439, H23 1.089, H24 1.092
4 O 2.6424 -2.0617 -0.2864  C3 1.439, C5 1.361
5 C 1.6084 -1.5531 -1.0107  O4 1.361, C6 1.328, C16 1.514
6 C 1.0201 -2.1955 -2.0128  C5 1.328, C7 1.503, H25 1.081
7 C -0.0766 -1.4673 -2.7377  C6 1.503, O8 1.208, C9 1.511
8 O -0.1642 -1.4963 -3.9424  C7 1.208
9 C -0.9825 -0.6473 -1.8498  C7 1.511, C10 1.517, C15 1.329
10 C -2.4819 -0.5502 -2.0577  C9 1.517, C11 1.539, H26 1.086, H27 1.090
11 C -3.1254 -1.5805 -3.0035  C10 1.539, O12 1.420, H28 1.091, H29 1.091
12 O -3.7919 -2.6282 -2.3150  C11 1.420, C13 1.421
13 C -2.9403 -3.4073 -1.4866  O12 1.421, C14 1.546, H30 1.093, H31 1.092
14 C -3.3150 -3.2334 0.0036  C13 1.546, H32 1.090, H33 1.089, H34 1.089
15 C -0.3818 -0.0129 -0.8484  C9 1.329, C16 1.495, H35 1.083
16 C 1.0932 -0.1726 -0.6637  C5 1.514, C15 1.495, O17 1.209
17 O 1.8252 0.7237 -0.3126  C16 1.209
18 H 4.5950 -5.2315 -1.0879  C1 1.085
19 H 3.0409 -5.0167 -1.8494  C1 1.091
20 H 3.2514 -4.4064 -0.2163  C1 1.087
21 H 5.3080 -3.2540 -2.0360  C2 1.089
22 H 3.7345 -3.0988 -2.7411  C2 1.094
23 H 4.6875 -1.8163 -0.1909  C3 1.089
24 H 3.8939 -1.1085 -1.6117  C3 1.092
25 H 1.3280 -3.1904 -2.3043  C6 1.081
26 H -2.9287 -0.7234 -1.0827  C10 1.086
27 H -2.7688 0.4628 -2.3400  C10 1.090
28 H -3.8965 -1.0711 -3.5834  C11 1.091
29 H -2.4276 -2.0029 -3.7278  C11 1.091
30 H -1.8844 -3.1840 -1.6574  C13 1.093
31 H -3.0775 -4.4603 -1.7431  C13 1.092
32 H -2.5003 -2.8174 0.5965  C14 1.090
33 H -3.6315 -4.1804 0.4377  C14 1.089
34 H -4.1585 -2.5468 0.0571  C14 1.089
35 H -0.9085 0.6201 -0.1452  C15 1.083
36 O 3.1835 6.5208 -1.3736  N37 1.214
37 N 3.8686 6.6097 -0.3753  O36 1.214, O38 1.214, C39 1.471
38 O 4.4163 7.6274 -0.0032  N37 1.214
39 C 4.0470 5.3991 0.4416  N37 1.471, C40 1.383, C44 1.383
40 C 3.4628 4.2157 0.0271  C39 1.383, C41 1.386, H45 1.080
41 C 3.6460 3.0724 0.7892  C40 1.386, C42 1.389, H46 1.080
42 C 4.4051 3.1315 1.9515  C41 1.389, C43 1.390, H47 1.082
43 C 4.9786 4.3306 2.3566  C42 1.390, C44 1.385, H48 1.082
44 C 4.8015 5.4764 1.5981  C39 1.383, C43 1.385, H49 1.080
45 H 2.8734 4.1785 -0.8771  C40 1.080
46 H 3.1982 2.1419 0.4738  C41 1.080
47 H 4.5506 2.2373 2.5440  C42 1.082
48 H 5.5666 4.3733 3.2634  C43 1.082
49 H 5.2457 6.4114 1.9055  C44 1.080
50 O -3.2130 0.4615 0.7771  N51 1.219
51 N -3.7726 1.0069 1.7129  O50 1.219, O52 1.211, C53 1.468
52 O -4.3117 0.4186 2.6237  N51 1.211
53 C -3.8273 2.4741 1.7109  N51 1.468, C54 1.384, C58 1.383
54 C -3.2571 3.1670 0.6572  C53 1.384, C55 1.385, H59 1.080
55 C -3.3324 4.5499 0.6491  C54 1.385, C56 1.389, H60 1.081
56 C -3.9696 5.2179 1.6868  C55 1.389, C57 1.389, H61 1.082
57 C -4.5297 4.5053 2.7393  C56 1.389, C58 1.385, H62 1.081
58 C -4.4610 3.1220 2.7562  C53 1.383, C57 1.385, H63 1.080
59 H -2.7646 2.6427 -0.1486  C54 1.080
60 H -2.8965 5.1066 -0.1688  C55 1.081
61 H -4.0315 6.2979 1.6742  C56 1.082
62 H -5.0237 5.0279 3.5465  C57 1.081
63 H -4.8972 2.5622 3.5702  C58 1.080
64 O 5.1416 -6.3857 2.4018  N65 1.213
65 N 5.9273 -5.8141 1.6761  O64 1.213, O66 1.214, C67 1.471
66 O 6.0822 -6.0578 0.4966  N65 1.214
67 C 6.7456 -4.7419 2.2626  N65 1.471, C68 1.383, C72 1.383
68 C 6.6135 -4.4571 3.6092  C67 1.383, C69 1.386, H73 1.080
69 C 7.3983 -3.4570 4.1605  C68 1.386, C70 1.389, H74 1.081
70 C 8.2958 -2.7572 3.3647  C69 1.389, C71 1.389, H75 1.082
71 C 8.4086 -3.0526 2.0123  C70 1.389, C72 1.386, H76 1.081
72 C 7.6298 -4.0527 1.4526  C67 1.383, C71 1.386, H77 1.080
73 H 5.9130 -5.0044 4.2221  C68 1.080
74 H 7.3107 -3.2250 5.2129  C69 1.081
75 H 8.9103 -1.9801 3.7999  C70 1.082
76 H 9.1064 -2.5055 1.3934  C71 1.081
77 H 7.7144 -4.2895 0.4023  C72 1.080
78 O -9.7236 3.9996 -1.9913  N79 1.213
79 N -9.0232 3.5629 -1.1021  O78 1.213, O80 1.214, C81 1.471
80 O -8.8896 4.0778 -0.0106  N79 1.214
81 C -8.2783 2.3219 -1.3661  N79 1.471, C82 1.383, C86 1.383
82 C -8.3792 1.7282 -2.6113  C81 1.383, C83 1.386, H87 1.080
83 C -7.6586 0.5704 -2.8611  C82 1.386, C84 1.389, H88 1.081
84 C -6.8543 0.0222 -1.8702  C83 1.389, C85 1.389, H89 1.083
85 C -6.7751 0.6295 -0.6236  C84 1.389, C86 1.385, H90 1.083
86 C -7.4889 1.7879 -0.3643  C81 1.383, C85 1.385, H91 1.080
87 H -9.0058 2.1593 -3.3778  C82 1.080
88 H -7.7228 0.0972 -3.8313  C83 1.081
89 H -6.2870 -0.8791 -2.0682  C84 1.083
90 H -6.1496 0.1980 0.1473  C85 1.083
91 H -7.4268 2.2653 0.6028  C86 1.080

---

No. 2
Computed, not measured: a cluster of 8 separate species, C37H39Cl2F5O2 in total in a non-equilibrium geometry, with ωB97M-V/def2-TZVPD.

* SMILES: Fc1ccccc1.Fc1ccccc1.Fc1ccccc1.Fc1ccccc1.Fc1ccccc1.CC(C)=O.CC(C)=O.ClCCl
* energy relative to the best compared isomer or geometry (same formula, charge and spin): 0.00 kcal/mol
* E: -3003.465070 Ha

Each atom is followed by the atoms it is bonded to, with distances in Å.
Cartesian coordinates (Å):
1 F -0.6818 -1.0282 3.4928  C2 1.333
2 C -0.2152 -2.1832 3.0188  F1 1.333, C3 1.379, C7 1.392
3 C 1.1172 -2.5211 3.1258  C2 1.379, C4 1.396, H8 1.085
4 C 1.5967 -3.7526 2.6746  C3 1.396, C5 1.384, H9 1.080
5 C 0.7191 -4.6036 2.0247  C4 1.384, C6 1.394, H10 1.084
6 C -0.6365 -4.2910 1.9398  C5 1.394, C7 1.378, H11 1.081
7 C -1.0950 -3.0867 2.4291  C2 1.392, C6 1.378, H12 1.083
8 H 1.8014 -1.8339 3.6120  C3 1.085
9 H 2.6147 -4.0704 2.8436  C4 1.080
10 H 1.0541 -5.5415 1.5975  C5 1.084
11 H -1.3304 -4.9886 1.4919  C6 1.081
12 H -2.1644 -2.9191 2.4662  C7 1.083
13 F -2.8249 -1.7324 0.3071  C14 1.350
14 C -3.4622 -2.7379 -0.3286  F13 1.350, C15 1.382, C19 1.390
15 C -4.8349 -2.8402 -0.2086  C14 1.382, C16 1.400, H20 1.082
16 C -5.4949 -3.8890 -0.8605  C15 1.400, C17 1.382, H21 1.081
17 C -4.7675 -4.8432 -1.5460  C16 1.382, C18 1.391, H22 1.082
18 C -3.3846 -4.7336 -1.6454  C17 1.391, C19 1.385, H23 1.081
19 C -2.7225 -3.6864 -1.0254  C14 1.390, C18 1.385, H24 1.082
20 H -5.3986 -2.0848 0.3221  C15 1.082
21 H -6.5605 -4.0234 -0.7360  C16 1.081
22 H -5.2843 -5.6651 -2.0243  C17 1.082
23 H -2.8341 -5.5075 -2.1626  C18 1.081
24 H -1.6458 -3.6410 -1.1241  C19 1.082
25 F -5.0242 7.3585 -2.9990  C26 1.347
26 C -4.2898 6.3817 -2.4334  F25 1.347, C27 1.381, C31 1.383
27 C -4.0182 6.4666 -1.0823  C26 1.381, C28 1.391, H32 1.082
28 C -3.2331 5.4770 -0.5006  C27 1.391, C29 1.383, H33 1.082
29 C -2.6902 4.4765 -1.2868  C28 1.383, C30 1.395, H34 1.082
30 C -2.9406 4.4337 -2.6589  C29 1.395, C31 1.380, H35 1.082
31 C -3.7608 5.3840 -3.2320  C26 1.383, C30 1.380, H36 1.083
32 H -4.4057 7.2944 -0.5041  C27 1.082
33 H -3.0566 5.4727 0.5666  C28 1.082
34 H -2.1247 3.6899 -0.8048  C29 1.082
35 H -2.4768 3.6642 -3.2612  C30 1.082
36 H -4.0203 5.2932 -4.2792  C31 1.083
37 F 5.1600 2.9868 2.9172  C38 1.327
38 C 3.8791 2.6464 2.9800  F37 1.327, C39 1.375, C43 1.390
39 C 3.4563 1.7298 3.9136  C38 1.375, C40 1.396, H44 1.084
40 C 2.1133 1.3535 3.9827  C39 1.396, C41 1.385, H45 1.080
41 C 1.2088 1.9971 3.1545  C40 1.385, C42 1.399, H46 1.086
42 C 1.6364 2.8605 2.1408  C41 1.399, C43 1.385, H47 1.081
43 C 2.9855 3.1583 2.0471  C38 1.390, C42 1.385, H48 1.083
44 H 4.1671 1.2157 4.5509  C39 1.084
45 H 1.7673 0.6617 4.7361  C40 1.080
46 H 0.1763 1.6668 3.2181  C41 1.086
47 H 0.9496 3.2713 1.4149  C42 1.081
48 H 3.3145 3.7822 1.2249  C43 1.083
49 F 6.5723 2.0283 -1.4792  C50 1.337
50 C 5.6402 1.5142 -2.2877  F49 1.337, C51 1.386, C55 1.385
51 C 4.4623 1.0293 -1.7412  C50 1.386, C52 1.389, H56 1.082
52 C 3.4622 0.5791 -2.5937  C51 1.389, C53 1.393, H57 1.080
53 C 3.6654 0.5986 -3.9720  C52 1.393, C54 1.377, H58 1.083
54 C 4.8531 1.0624 -4.4911  C53 1.377, C55 1.394, H59 1.082
55 C 5.8548 1.5525 -3.6550  C50 1.385, C54 1.394, H60 1.080
56 H 4.3103 1.0784 -0.6708  C51 1.082
57 H 2.5390 0.2404 -2.1459  C52 1.080
58 H 2.8419 0.3201 -4.6180  C53 1.083
59 H 5.0164 1.0624 -5.5610  C54 1.082
60 H 6.7814 1.9164 -4.0747  C55 1.080
61 C 4.0421 -4.2322 -0.1790  C62 1.500, H65 1.090, H66 1.092, H67 1.092
62 C 4.6336 -3.3423 -1.2321  C61 1.500, C63 1.505, O64 1.204
63 C 3.7308 -2.8278 -2.3203  C62 1.505, H68 1.090, H69 1.095, H70 1.087
64 O 5.7969 -3.0338 -1.1988  C62 1.204
65 H 3.6582 -3.7071 0.6960  C61 1.090
66 H 4.8537 -4.9077 0.0979  C61 1.092
67 H 3.1904 -4.8298 -0.5115  C61 1.092
68 H 3.0202 -2.1058 -1.9173  C63 1.090
69 H 3.1413 -3.6395 -2.7598  C63 1.095
70 H 4.2875 -2.4086 -3.1551  C63 1.087
71 C -3.2835 0.7897 2.5824  C72 1.507, H75 1.095, H76 1.091, H77 1.086
72 C -3.2565 1.9848 1.6653  C71 1.507, C73 1.524, O74 1.205
73 C -4.4357 2.0457 0.7021  C72 1.524, H78 1.092, H79 1.092, H80 1.087
74 O -2.3895 2.8208 1.6777  C72 1.205
75 H -4.0355 1.0156 3.3456  C71 1.095
76 H -2.3101 0.6936 3.0651  C71 1.091
77 H -3.5370 -0.1626 2.1264  C71 1.086
78 H -5.2509 2.6271 1.1374  C73 1.092
79 H -4.8402 1.0435 0.5492  C73 1.092
80 H -4.1450 2.4324 -0.2717  C73 1.087
81 Cl -0.9280 1.1027 -1.1706  C82 1.751
82 C -0.2682 0.0715 0.0820  Cl81 1.751, Cl83 1.762, H84 1.087, H85 1.084
83 Cl 0.7237 -1.2034 -0.6208  C82 1.762
84 H 0.3538 0.6375 0.7704  C82 1.087
85 H -1.0893 -0.3642 0.6405  C82 1.084

---

No. 3
Computed, not measured: the ion C37H39N2O4 with charge +1 in a non-equilibrium geometry, with ωB97M-V/def2-TZVPD.

* SMILES: C=C[C@H]1CN2CC[C@H]1C[C@H]2[C@H](O)c1cc[n+](C(c2ccc3c(c2)CCO3)c2ccc3c(c2)CCO3)c2ccc(OC)cc12
* energy relative to the best compared isomer or geometry (same formula, charge and spin): 0.00 kcal/mol
* E: -1843.511699 Ha
* net charge: +1

Each atom is followed by the atoms it is bonded to, with distances in Å.
Cartesian coordinates (Å):
1 C 4.2671 0.6777 -6.5217  C2 1.343, H44 1.093, H45 1.095
2 C 4.2807 0.7674 -5.1813  C1 1.343, C3 1.512, H46 1.100
3 C 4.0257 -0.4086 -4.2655  C2 1.512, C4 1.542, C8 1.568, H47 1.106
4 C 3.5672 0.0444 -2.8651  C3 1.542, N5 1.482, H48 1.097, H49 1.098
5 N 2.2765 -0.5811 -2.4941  C4 1.482, C6 1.541, C10 1.475
6 C 2.5048 -2.1049 -2.5245  N5 1.541, C7 1.518, H50 1.098, H51 1.099
7 C 2.8732 -2.6127 -3.9069  C6 1.518, C8 1.545, H52 1.095, H53 1.094
8 C 2.9877 -1.4141 -4.8749  C3 1.568, C7 1.545, C9 1.544, H54 1.091
9 C 1.5933 -0.7521 -4.8995  C8 1.544, C10 1.544, H55 1.099, H56 1.096
10 C 1.2560 -0.2117 -3.4926  N5 1.475, C9 1.544, C11 1.557, H57 1.110
11 C -0.1126 -0.6986 -2.9334  C10 1.557, O12 1.419, C13 1.521, H58 1.106
12 O -1.0638 -0.1477 -3.8303  C11 1.419, H59 0.975
13 C -0.4393 -0.3408 -1.4912  C11 1.521, C14 1.377, C43 1.416
14 C 0.0009 0.8538 -0.9654  C13 1.377, C15 1.391, H60 1.089
15 C -0.4802 1.2730 0.2708  C14 1.391, N16 1.360, H61 1.088
16 N -1.0098 0.3966 1.1664  C15 1.360, C17 1.454, C36 1.389
17 C -1.0591 0.7381 2.5793  N16 1.454, C18 1.526, C27 1.542, H62 1.099
18 C -2.3595 1.4065 3.0148  C17 1.526, C19 1.412, C23 1.404
19 C -2.3610 2.5236 3.8780  C18 1.412, C20 1.383, H63 1.091
20 C -3.5306 3.1928 4.1916  C19 1.383, C21 1.399, H64 1.084
21 C -4.7410 2.5482 3.9131  C20 1.399, C22 1.415, O26 1.362
22 C -4.7689 1.3176 3.2158  C21 1.415, C23 1.393, C24 1.498
23 C -3.5869 0.8147 2.6770  C18 1.404, C22 1.393, H65 1.088
24 C -6.1565 0.7629 3.3231  C22 1.498, C25 1.533, H66 1.103, H67 1.094
25 C -6.9202 1.8895 4.0284  C24 1.533, O26 1.478, H68 1.094, H69 1.096
26 O -5.9495 2.9385 4.4045  C21 1.362, C25 1.478
27 C 0.2378 1.4738 2.9726  C17 1.542, C28 1.410, C32 1.400
28 C 0.4252 2.8558 2.7640  C27 1.410, C29 1.387, H70 1.094
29 C 1.6274 3.4763 3.0702  C28 1.387, C30 1.397, H71 1.084
30 C 2.6671 2.6889 3.5700  C29 1.397, C31 1.413, O35 1.363
31 C 2.5026 1.3046 3.7998  C30 1.413, C32 1.395, C33 1.497
32 C 1.2790 0.7037 3.5039  C27 1.400, C31 1.395, H72 1.093
33 C 3.8103 0.7645 4.2896  C31 1.497, C34 1.537, H73 1.099, H74 1.098
34 C 4.7237 2.0008 4.2855  C33 1.537, O35 1.478, H75 1.097, H76 1.097
35 O 3.9177 3.1576 3.8413  C30 1.363, C34 1.478
36 C -1.4571 -0.8295 0.6906  N16 1.389, C37 1.409, C43 1.437
37 C -2.0628 -1.7674 1.5506  C36 1.409, C38 1.382, H77 1.088
38 C -2.5527 -2.9680 1.0738  C37 1.382, C39 1.416, H78 1.084
39 C -2.4395 -3.2931 -0.2995  C38 1.416, O40 1.359, C42 1.409
40 O -2.9067 -4.5168 -0.6600  C39 1.359, C41 1.449
41 C -2.6512 -5.0164 -1.9964  O40 1.449, H79 1.093, H80 1.098, H81 1.099
42 C -1.8382 -2.3727 -1.1812  C39 1.409, C43 1.420, H82 1.095
43 C -1.2578 -1.1736 -0.6899  C13 1.416, C36 1.437, C42 1.420
44 H 4.5294 1.5411 -7.1385  C1 1.093
45 H 4.0573 -0.2654 -7.0376  C1 1.095
46 H 4.5509 1.7063 -4.6748  C2 1.100
47 H 4.9633 -0.9764 -4.1192  C3 1.106
48 H 3.4651 1.1346 -2.7922  C4 1.097
49 H 4.3020 -0.2805 -2.1172  C4 1.098
50 H 1.6096 -2.5991 -2.1244  C6 1.098
51 H 3.3305 -2.2830 -1.8214  C6 1.099
52 H 2.1084 -3.3062 -4.2707  C7 1.095
53 H 3.8212 -3.1573 -3.8614  C7 1.094
54 H 3.2980 -1.7237 -5.8744  C8 1.091
55 H 0.8267 -1.4761 -5.2087  C9 1.099
56 H 1.5585 0.0890 -5.6008  C9 1.096
57 H 1.2324 0.8976 -3.5330  C10 1.110
58 H -0.0952 -1.7991 -3.0438  C11 1.106
59 H -1.9622 -0.4258 -3.5741  O12 0.975
60 H 0.7159 1.4609 -1.5183  C14 1.089
61 H -0.3453 2.3037 0.5918  C15 1.088
62 H -1.0189 -0.2046 3.1435  C17 1.099
63 H -1.4185 2.8837 4.2936  C19 1.091
64 H -3.5284 4.1538 4.6938  C20 1.084
65 H -3.6492 -0.0750 2.0533  C23 1.088
66 H -6.1874 -0.1470 3.9450  C24 1.103
67 H -6.5853 0.5169 2.3474  C24 1.094
68 H -7.6605 2.3630 3.3763  C25 1.094
69 H -7.4135 1.5589 4.9491  C25 1.096
70 H -0.3899 3.4563 2.3504  C28 1.094
71 H 1.7952 4.5361 2.9146  C29 1.084
72 H 1.1425 -0.3635 3.6987  C32 1.093
73 H 3.7415 0.3424 5.3023  C33 1.099
74 H 4.2103 -0.0133 3.6261  C33 1.098
75 H 5.5592 1.9052 3.5815  C34 1.097
76 H 5.1250 2.2360 5.2786  C34 1.097
77 H -2.1915 -1.5697 2.6127  C37 1.088
78 H -3.0211 -3.6857 1.7384  C38 1.084
79 H -3.1149 -6.0066 -1.9840  C41 1.093
80 H -3.1274 -4.3833 -2.7569  C41 1.098
81 H -1.5744 -5.1070 -2.1966  C41 1.099
82 H -1.7782 -2.5991 -2.2504  C42 1.095